Entry 1:
The following is a DFT calculation (ωB97M-V with the def2-TZVPD basis set) of one molecule with the formula C25H34N6O at a distorted geometry.

ORCA input file:
```
! RIJCOSX wB97M-V def2-TZVPD def2/J DEFGRID3
* xyz 0 1
C -4.3140 -3.6646 -1.0916
C -3.9644 -2.2915 -0.6051
C -2.6848 -1.9682 -0.2140
C -2.3762 -0.6798 0.2384
C -3.3895 0.2931 0.2945
C -4.7002 -0.0255 -0.1005
C -4.9568 -1.3066 -0.5412
H -5.9608 -1.5642 -0.8473
C -5.7876 1.0065 -0.0396
H -5.5488 1.8610 -0.6734
H -5.9269 1.3632 0.9813
H -6.7281 0.5834 -0.3815
N -3.0606 1.5448 0.7426
C -1.8146 1.9633 1.1459
O -1.6519 3.1171 1.5120
C -0.7706 0.9437 1.0833
C -1.0649 -0.3037 0.6581
H -0.2932 -1.0582 0.6311
C 0.6074 1.3496 1.5311
N 1.6210 1.0988 0.5068
C 2.8645 0.6125 1.0864
C 2.6886 -0.8008 1.5052
N 2.8205 -1.3071 2.7100
N 2.5532 -2.6022 2.6035
N 2.2645 -2.9167 1.4108
N 2.3310 -1.8083 0.6707
C 2.1019 -1.7654 -0.7510
H 1.6510 -0.7896 -0.9544
C 1.1913 -2.9223 -1.1948
C 2.1357 -3.9460 -1.8203
H 2.6171 -4.5275 -1.0338
C 3.1642 -3.0713 -2.5288
H 2.7333 -2.6579 -3.4422
H 4.0721 -3.6119 -2.7897
C 3.4304 -1.9527 -1.5205
H 4.2103 -2.2635 -0.8227
H 3.7532 -1.0306 -2.0015
H 1.6223 -4.6267 -2.4966
H 0.4798 -2.5589 -1.9374
H 0.6435 -3.3387 -0.3515
H 3.1986 1.1872 1.9624
H 3.6504 0.6550 0.3256
C 1.8168 2.1669 -0.4706
C 0.5355 2.4375 -1.2588
C 0.8249 3.3978 -2.4095
C 1.3791 4.7131 -1.8708
C 2.6388 4.4630 -1.0477
C 2.3488 3.4923 0.0937
H 3.2591 3.3161 0.6715
H 1.6036 3.9359 0.7556
H 3.0117 5.4059 -0.6425
H 3.4177 4.0461 -1.6921
H 1.6023 5.3914 -2.6970
H 0.6249 5.1871 -1.2393
H 1.5508 2.9471 -3.0915
H -0.0922 3.5826 -2.9723
H 0.1305 1.4966 -1.6386
H -0.2070 2.8901 -0.6033
H 2.5645 1.7783 -1.1780
H 0.5722 2.4018 1.8356
H 0.8680 0.7565 2.4131
H -3.7874 2.2481 0.7911
H -1.8997 -2.7089 -0.2475
H -3.4424 -4.3135 -1.0837
H -4.7065 -3.6192 -2.1067
H -5.0820 -4.1062 -0.4581
*
```

Computed properties:
- Frontier orbital gap: 8.450 eV
- E: -1376.845578 hartree
- HOMO energy: -8.250 eV
- ΔE to the lowest compared entry with this formula, charge and spin: 0.0 kcal per mole
- Strongest force on any atom: 1.6 eV/Å
- Lowest unoccupied orbital energy: 0.0073 Eh
- SMILES string: Cc1cc(C)c2[nH]c(=O)c(CN(Cc3nnnn3C3CCCC3)C3CCCCC3)cc2c1


Entry 2:
The following is a DFT calculation (ωB97M-V with the def2-TZVPD basis set) of one molecule with the formula C5H12N4O2 at a distorted geometry.

ORCA input file:
```
! RIJCOSX wB97M-V def2-TZVPD def2/J DEFGRID3
* xyz 0 1
C 1.3768 0.8519 -1.1794
C 0.7626 2.0311 -0.3040
C 0.0052 -0.0803 0.5160
C -0.2688 -1.0466 1.6430
C 1.3365 -1.5747 -0.9161
N -1.3018 -0.6272 -0.5648
N 1.1648 -0.2872 -0.2309
N -2.4928 -0.3818 -0.3182
N -0.1312 1.2870 0.7381
O -3.4542 -0.8994 -0.7997
O -2.8113 0.7081 0.5515
H 0.7330 0.6635 -2.1181
H 2.4688 1.1259 -1.4185
H 1.5183 2.6987 0.1137
H -0.0470 2.6064 -0.9274
H 0.5062 -1.1419 2.4869
H -0.2145 -2.0198 1.2091
H -1.2795 -0.9279 1.9795
H 1.1400 -1.3511 -1.9770
H 2.3294 -1.9854 -0.6267
H 0.5478 -2.1366 -0.5557
H 0.0928 1.5986 1.6810
H -1.9812 0.8887 1.0177
*
```

Computed properties:
- Frontier orbital gap: 9.613 eV
- E: -567.023165 hartree
- HOMO energy: -8.917 eV
- ΔE to the lowest compared entry with this formula, charge and spin: 140.1 kcal per mole
- Strongest force on any atom: 3.5 eV/Å
- Lowest unoccupied orbital energy: 0.0256 Eh
- SMILES string: CN1CCN[C@@]1(C)/N=[N+](/[O-])O


Entry 3:
The following is a DFT calculation (ωB97M-V with the def2-TZVPD basis set) of C21H19BrLuN3O5S as an isolated structure at a distorted geometry.

ORCA input file:
```
! RIJCOSX wB97M-V def2-TZVPD def2/J DEFGRID3
* xyz 0 1
Lu -0.4354 1.4334 -0.2249
C -1.2541 -6.0187 -0.3625
C -1.7884 -4.6195 -0.0778
C -2.4745 -4.3239 1.0782
C -2.7976 -3.0651 1.4748
C -2.2610 -2.0168 0.6993
C -1.6324 -2.2573 -0.5914
C -1.4925 -3.5745 -0.9753
S -2.2200 -0.3313 1.3328
O -0.7921 -0.0138 1.6272
O -3.1873 -0.4177 2.4210
N -2.4566 0.7987 0.2228
C -3.5512 1.0184 -0.6670
C -2.8268 1.4396 -1.9707
O -3.5283 1.7952 -2.9262
O -1.5205 1.3618 -1.9720
H -0.6930 -6.0204 -1.3343
H -2.0741 -6.7428 -0.3999
H -0.6057 -6.3423 0.5035
H -2.6854 -5.1984 1.6857
H -3.3278 -2.8973 2.3796
H -1.3989 -1.3728 -1.2602
H -1.1697 -3.8727 -1.9871
H -4.2355 1.7845 -0.1866
H -4.1037 0.0679 -0.8688
Br 0.5201 8.0910 -0.9269
C -0.1851 6.4001 -0.4791
C 0.2873 5.8785 0.7249
C 0.1365 4.5254 0.9769
C -0.2677 3.6593 -0.0428
C -0.8962 4.2276 -1.1592
C -0.9386 5.6476 -1.3181
H 0.7309 6.5560 1.4457
H 0.5947 4.0552 1.8424
H -1.3006 3.5894 -1.9142
H -1.4233 6.1239 -2.1568
N 5.6370 -2.2608 1.0281
C 5.4474 -0.9086 0.8173
O 6.3490 -0.1291 1.1243
C 4.1440 -0.4799 0.2978
C 3.9108 0.7923 -0.1192
C 2.5941 1.1478 -0.4762
N 1.5469 0.3786 -0.2810
C 1.7511 -0.8937 0.1984
C 3.0247 -1.2982 0.5130
H 6.5094 -2.5668 1.4368
H 5.1798 -2.9925 0.4651
H 4.6706 1.5937 -0.0595
H 2.4780 2.1752 -0.8964
H 0.9619 -1.5664 0.4065
H 3.0496 -2.3599 0.9319
*
```

Computed properties:
- Frontier orbital gap: 6.927 eV
- E: -5559.891066 hartree
- HOMO energy: -8.512 eV
- ΔE to the lowest compared entry with this formula, charge and spin: 26.9 kcal per mole
- Strongest force on any atom: 3.3 eV/Å
- Lowest unoccupied orbital energy: -0.0583 Eh


Entry 4:
The following is a DFT calculation (ωB97M-V with the def2-TZVPD basis set) of C29H50BrMnNOP2 as an isolated structure at a distorted geometry.

ORCA input file:
```
! RIJCOSX wB97M-V def2-TZVPD def2/J DEFGRID3
* xyz 2 6
N 5.6292 -1.1177 -5.9804
C 6.0528 -0.6089 -4.8173
C 5.1672 -0.2100 -3.8172
C 3.7629 -0.3711 -3.9589
C 3.3467 -0.9038 -5.2158
C 4.3132 -1.2679 -6.1799
C 2.8730 -0.0405 -2.8510
Mn 0.2568 0.1894 -0.4942
P -1.1531 -1.5975 1.9179
C 1.5147 -0.2681 -2.8168
C 1.0792 -1.2332 -1.8137
C 0.2528 -2.3572 -2.1339
C 0.4896 -3.5406 -1.4787
C 1.3863 -3.6752 -0.3675
C 1.9765 -2.4774 0.1379
C 1.8839 -1.2651 -0.5720
Br 1.6612 -5.3279 0.3340
H 3.4170 0.3752 -1.9926
H 0.8491 -0.1867 -3.6753
H 5.6076 0.2202 -2.9079
H 2.2957 -1.0438 -5.4759
H 7.1544 -0.5022 -4.7053
H 4.0149 -1.6791 -7.1636
H -0.3720 -2.3002 -3.0318
H 2.5180 -0.3846 -0.3266
H 0.0582 -4.4605 -1.8323
H 2.4194 -2.4750 1.1332
P -1.5899 1.5135 -0.7554
C -0.8943 -2.7852 3.4377
C -1.8888 -3.8851 3.8304
H -0.6682 -2.2279 4.3755
H 0.0777 -3.2369 3.1067
H -1.3787 -4.6206 4.4864
H -2.7271 -3.5356 4.4552
H -2.2986 -4.4254 2.9573
C -2.5478 -2.4087 0.9710
C -3.8922 -2.6940 1.5846
H -2.0652 -3.3544 0.6318
H -2.6229 -1.7704 0.0633
H -4.5302 -3.1106 0.8071
H -3.8674 -3.4135 2.3894
H -4.4177 -1.8003 1.8895
C -1.7357 -0.0886 2.8243
C -2.6834 -0.2061 4.0234
H -2.1126 0.6284 2.0496
H -0.7441 0.2725 3.1588
H -3.0784 0.8078 4.2365
H -3.5548 -0.8742 3.8562
H -2.1278 -0.4837 4.9411
C -2.3910 2.9070 0.0677
C -3.0222 3.9989 -0.7986
H -1.6632 3.3390 0.7638
H -3.1806 2.4591 0.6838
H -2.3078 4.7637 -1.1170
H -3.5208 3.6195 -1.6948
H -3.7871 4.5261 -0.2210
C -3.0274 0.5253 -1.2454
C -2.8600 -0.3397 -2.4722
H -3.8478 1.2345 -1.4153
H -3.3295 -0.0865 -0.3756
H -2.5924 0.2552 -3.3458
H -2.0948 -1.1152 -2.3939
H -3.7919 -0.8546 -2.7277
C -0.8451 2.2006 -2.2505
C 0.1385 3.3536 -2.0498
H -1.6956 2.5291 -2.8558
H -0.3528 1.4131 -2.8416
H 1.0423 3.2125 -2.6574
H -0.3063 4.3172 -2.3220
H 0.5013 3.4430 -1.0189
C 3.3478 1.6758 2.5398
C 2.0447 1.0020 2.9313
O 0.8955 1.4559 2.1770
C 0.7259 2.8926 2.2481
C 0.6499 3.4780 3.6550
H 3.4183 1.8040 1.4545
H 4.1885 1.0621 2.8822
H 3.4499 2.6525 3.0337
H 2.0817 -0.0847 2.7456
H 1.8546 1.1675 4.0091
H 1.5268 3.4010 1.6699
H -0.2224 3.0739 1.7218
H 1.6420 3.4871 4.1368
H 0.2983 4.5180 3.5710
H -0.0743 2.9211 4.2772
*
```

Computed properties:
- Frontier orbital gap (spin up / spin down): 6.569 / 6.435 eV
- E: -5672.039940 hartree
- HOMO energy (spin up / spin down): -13.487 / -13.693 eV
- Expectation value of S²: 8.79
- Strongest force on any atom: 3.4 eV/Å
- Lowest unoccupied orbital energy (spin up / spin down): -0.2543 / -0.2667 Eh


Entry 5:
The following is a DFT calculation (ωB97M-V with the def2-TZVPD basis set) of C24H27NOPmSi as an isolated structure at a distorted geometry.

ORCA input file:
```
! RIJCOSX wB97M-V def2-TZVPD def2/J DEFGRID3
* xyz 1 5
C 1.1808 -0.7084 -2.0902
C 2.1551 -0.7606 -1.0462
C 1.7216 -1.7127 -0.0699
H 3.1128 -0.2416 -1.0379
C 0.4744 -2.2723 -0.5077
C 0.1640 -1.6602 -1.7714
H -0.6628 -1.9162 -2.4262
H 1.2376 -0.1259 -3.0134
H 2.2839 -2.0056 0.8136
H -0.1216 -3.0158 0.0226
Pm 0.0268 0.1085 -0.0128
C 1.9651 4.3893 4.7341
H 1.4075 3.5081 5.0694
H 3.0424 4.1909 4.7893
H 1.6858 4.6396 3.7048
Si 1.4628 2.1571 1.5561
C 1.8078 3.3944 0.2212
C 2.4128 3.1549 -1.0358
H 2.6388 2.1354 -1.3619
C 2.7221 4.2317 -1.8830
H 3.2241 4.0566 -2.8374
C 2.3903 5.5448 -1.5138
H 2.6422 6.3874 -2.1684
C 1.7251 5.7759 -0.2986
H 1.4508 6.7930 -0.0144
C 1.4058 4.7072 0.5487
H 0.8454 4.8798 1.4695
C 2.9897 1.2490 2.0468
C 4.2328 1.8296 1.7292
H 4.2626 2.7634 1.1676
C 5.4227 1.1968 2.1076
H 6.3787 1.6750 1.8905
C 5.3909 -0.0397 2.7705
H 6.3265 -0.5154 3.0917
C 4.1552 -0.6591 3.0188
H 4.1354 -1.6334 3.5123
C 2.9625 -0.0323 2.6475
H 2.0088 -0.5440 2.8096
H 0.5641 2.5788 2.6774
H 1.7216 5.2374 5.3892
O -2.1033 0.4005 0.8387
C -3.3053 -0.3161 1.3806
C -3.7954 -1.1557 0.2169
C -5.1571 -1.3516 -0.0646
C -5.4462 -2.2251 -1.1262
C -4.3965 -2.7592 -1.8704
C -3.0882 -2.3727 -1.6028
N -2.8142 -1.4560 -0.6699
H -2.3083 0.3731 -0.1337
H -3.0132 -0.8919 2.2676
H -4.0146 0.4517 1.6421
H -5.8864 -0.8176 0.5377
H -6.4676 -2.4831 -1.3360
H -4.5402 -3.4847 -2.6754
H -2.2203 -2.8080 -2.1208
*
```

Computed properties:
- Frontier orbital gap (spin up / spin down): 5.519 / 5.562 eV
- E: -1958.276674 hartree
- HOMO energy (spin up / spin down): -9.181 / -9.057 eV
- ΔE to the lowest compared entry with this formula, charge and spin: 0.0 kcal per mole
- Expectation value of S²: 6.02
- Strongest force on any atom: 3.1 eV/Å
- Lowest unoccupied orbital energy (spin up / spin down): -0.1346 / -0.1284 Eh